A molecular structure, C22H42Cl3MnN2O4SSi in a non-equilibrium geometry. Source: OMol25; level of theory: the ωB97M-V functional and the def2-TZVPD basis.

The geometry in XYZ format:
```
76
Properties=species:S:1:pos:R:3:lowdin_charge:R:1
H -2.738 3.530 -0.436 0.089
C -2.845 3.488 2.156 -0.070
Cl -1.069 -1.013 0.778 0.138
H 0.606 0.618 -0.286 -0.024
H -2.127 1.843 -0.327 0.094
C -3.087 -0.613 -6.491 -0.101
N 1.589 1.366 5.693 -0.147
H -3.587 0.241 -6.019 0.072
H 2.516 2.104 -2.625 0.033
H -2.850 -0.311 -7.519 0.071
C 2.064 -0.563 -6.705 -0.072
H -0.998 3.202 -0.654 0.098
H -3.315 -0.820 7.539 0.044
H 0.289 -2.004 7.624 0.047
H -3.529 -0.337 -3.828 0.074
C 2.560 2.403 5.342 -0.010
H 3.249 -1.887 -7.933 0.101
H -3.333 -2.062 -3.415 0.097
H 1.985 0.437 7.566 0.099
H 3.589 2.011 5.380 0.108
H 3.826 -1.004 -2.076 0.039
H 2.625 -3.928 -6.644 0.101
C 1.311 -2.872 -5.295 -0.035
C -1.821 -0.974 -5.801 -0.113
H -3.791 -1.456 -6.541 0.085
H 0.376 -0.183 5.032 0.087
O 1.425 0.756 3.526 -0.201
H -0.984 -1.111 -6.485 0.099
H 1.034 -3.750 -4.702 0.121
Si 1.567 -0.134 -2.307 0.424
C -0.141 -2.562 6.764 -0.264
H 0.662 0.480 -5.399 0.121
C 2.924 -1.391 -2.572 -0.145
H 0.176 -3.625 6.809 0.056
H 2.649 -2.340 -2.092 0.049
C 1.301 1.163 7.117 -0.010
H 3.163 -1.594 -3.619 0.022
Mn 0.416 -0.167 2.093 0.224
O 0.039 -0.740 -2.750 -0.182
O 0.146 1.723 1.421 -0.227
C 1.111 0.588 4.749 -0.307
C -2.398 -0.854 6.939 -0.275
C 0.753 -1.631 -4.954 -0.230
C 2.565 -1.814 -7.081 -0.093
H -0.513 2.864 2.997 0.106
S -1.958 -2.602 6.933 0.791
C -0.655 2.557 1.949 -0.374
C 1.794 1.498 -3.189 -0.154
C -1.904 2.903 -0.103 -0.018
H 0.853 2.058 -3.257 0.040
H -3.422 4.277 1.664 0.087
C 1.130 -0.482 -5.663 -0.086
H 1.708 -0.813 0.035 -0.013
H -2.407 -0.820 -2.513 0.070
H -2.476 3.842 3.127 0.089
C -1.666 -1.179 -4.476 -0.220
N -1.694 3.122 1.330 -0.166
O -2.507 -3.245 5.701 -0.543
H 2.387 0.844 -0.172 0.061
H 2.374 2.779 4.332 0.094
H -1.630 -0.265 7.445 0.023
H 1.386 2.132 7.623 0.095
H 0.289 0.777 7.225 0.069
H 2.439 3.213 6.073 0.092
C 1.587 0.156 -0.485 -0.231
C -2.801 -1.095 -3.503 -0.039
H 2.387 0.357 -7.214 0.109
H -0.431 -2.586 -3.452 0.151
H 0.132 -2.113 5.786 0.035
H -2.577 -0.511 5.906 -0.008
H 2.188 1.393 -4.203 0.015
Cl 1.462 -2.042 2.423 0.089
C 2.208 -2.961 -6.366 -0.080
H -3.491 2.613 2.331 0.075
Cl -1.783 0.688 3.610 0.026
C -0.313 -1.573 -3.865 -0.273
```

The expectation value of S² is 6.09. As for the spin multiplicity: 5. The value obtained for the highest occupied orbital energy (spin up / spin down) is -8.38 / -8.39 eV. As for the total charge: 0.